(1)
16 unconnected molecules or ions with the total composition C16H64O16, computed with ωB97M-V/def2-TZVPD.

Each line ends with the Mulliken charge.
Element x y z (Å)
C: -0.55235 -4.35531 -1.83475  -0.515
O: -1.07700 -5.35771 -0.97450  -0.502
H: -1.27107 -3.55194 -1.99642  0.186
H: 0.30083 -3.81201 -1.42854  0.202
H: -0.27373 -4.79529 -2.79230  0.349
H: -0.47374 -6.10448 -0.97861  0.296
C: -5.55063 -0.72416 3.56955  -0.590
O: -4.54125 -0.49663 2.63246  -0.393
H: -5.90031 -1.75520 3.51663  0.256
H: -5.12261 -0.49326 4.54504  0.250
H: -6.37949 -0.04564 3.36784  0.223
H: -3.97525 -1.25248 2.45948  0.250
C: -3.93103 3.08380 -0.57991  -0.426
O: -4.79025 2.83719 0.53100  -0.525
H: -4.13181 4.05600 -1.03003  0.255
H: -2.95885 3.25412 -0.11733  0.218
H: -3.96087 2.26207 -1.29544  0.169
H: -4.57634 2.05101 1.03870  0.298
C: 3.17801 1.59564 3.64572  -0.426
O: 3.09929 0.41551 4.41305  -0.495
H: 2.18863 2.04852 3.58141  0.164
H: 3.88318 2.17005 4.24644  0.332
H: 3.58988 1.33253 2.67143  0.161
H: 3.94243 -0.04154 4.37029  0.277
C: 5.54850 2.89017 -3.48399  -0.470
O: 5.31102 3.94329 -4.41477  -0.521
H: 4.60512 2.39389 -3.25635  0.192
H: 6.24635 2.16437 -3.90151  0.272
H: 6.06851 3.27091 -2.60494  0.233
H: 5.11598 3.54305 -5.26528  0.295
C: 3.73705 -1.94777 -4.81602  -0.458
O: 3.91161 -3.20638 -5.27480  -0.504
H: 3.20288 -1.45682 -5.62949  0.276
H: 3.22600 -1.84728 -3.85852  0.164
H: 4.68503 -1.43745 -4.64568  0.204
H: 4.72241 -3.22378 -5.78850  0.318
C: 0.05711 0.12196 0.33872  -0.615
O: 1.04101 0.91874 -0.27117  -0.379
H: -0.77669 -0.13984 -0.31269  0.195
H: 0.55515 -0.78871 0.67149  0.324
H: -0.40390 0.64555 1.17623  0.223
H: 1.83814 0.38490 -0.30543  0.250
C: -5.61287 -1.84945 -1.84861  -0.515
O: -5.55584 -1.66063 -3.24311  -0.498
H: -4.62316 -1.72990 -1.40781  0.129
H: -6.37556 -1.25434 -1.34637  0.280
H: -5.81965 -2.90089 -1.64907  0.323
H: -6.33596 -2.04038 -3.65396  0.286
C: 2.31007 5.29651 0.40705  -0.523
O: 1.01020 4.82730 0.30686  -0.476
H: 2.44562 5.18904 1.48324  0.248
H: 2.99045 4.60189 -0.08558  0.191
H: 2.50949 6.30798 0.05314  0.241
H: 1.03610 3.87591 0.18118  0.308
C: -1.09900 -0.26747 -5.14280  -0.537
O: -2.28623 0.49650 -5.13036  -0.492
H: -1.25753 -1.28366 -5.50380  0.332
H: -0.33641 0.16133 -5.79295  0.233
H: -0.70859 -0.30775 -4.12592  0.191
H: -2.92712 -0.00488 -4.62095  0.281
C: -1.15892 -0.36656 6.32197  -0.495
O: -0.06190 -1.28551 6.19821  -0.499
H: -1.57999 -0.18579 5.33297  0.166
H: -1.93391 -0.73865 6.99208  0.255
H: -0.81533 0.59980 6.69099  0.275
H: 0.56806 -0.77712 5.68216  0.290
C: -3.01300 4.68101 4.35424  -0.407
O: -3.61633 4.81875 5.63255  -0.522
H: -2.66890 3.65993 4.18967  0.152
H: -3.78278 4.80113 3.59195  0.232
H: -2.19700 5.39272 4.22891  0.249
H: -3.96548 5.70483 5.75323  0.299
C: 5.88173 -1.83339 -0.69203  -0.627
O: 5.15290 -0.67682 -0.42006  -0.445
H: 6.60512 -1.75157 -1.50327  0.290
H: 6.49287 -2.22109 0.12301  0.302
H: 5.21349 -2.64459 -0.98101  0.205
H: 5.76419 -0.04827 -0.02911  0.272
C: -2.73113 -4.53444 3.15351  -0.654
O: -2.28597 -3.65078 2.19938  -0.377
H: -1.85220 -5.13187 3.39568  0.276
H: -3.09950 -3.98376 4.01905  0.202
H: -3.53646 -5.16464 2.77612  0.290
H: -2.01916 -4.24351 1.49293  0.261
C: 2.82898 -4.89171 2.15609  -0.419
O: 3.10375 -5.93040 1.23205  -0.494
H: 2.99142 -5.22049 3.18255  0.257
H: 3.45232 -4.00108 2.07674  0.201
H: 1.80343 -4.54143 2.03920  0.175
H: 3.06996 -5.56013 0.34697  0.282
C: 0.10042 4.08263 -4.55587  -0.353
O: -1.15838 4.21936 -5.21178  -0.533
H: 0.05215 3.19216 -3.92909  0.121
H: 0.83599 3.92286 -5.34422  0.225
H: 0.27353 4.97615 -3.95607  0.225
H: -1.48492 3.32554 -5.33842  0.306

Energy = -50380.3547 eV
Highest occupied orbital energy = -9.9 eV
Energy relative to the best compared isomer or geometry (same formula, charge and spin) = 203.2 kcal per mole


(2)
18 unconnected molecules or ions with the total composition C16H65BN3O19P, computed with ωB97M-V/def2-TZVPD.

Each line ends with the Mulliken charge.
Element x y z (Å)
C: 4.97555 2.88214 1.17917  -0.987
C: 4.60793 2.50367 -0.27646  -0.557
P: 4.72917 0.67716 -0.57936  0.094
C: 4.98898 0.52684 -2.40030  -1.001
C: 3.01818 0.07239 -0.11313  0.193
C: 2.92254 0.18389 1.35736  -0.540
N: 2.91322 0.11252 2.50452  -0.630
C: 2.74485 -1.40516 -0.56741  1.916
C: 2.49532 -1.41895 -2.01478  -1.174
N: 2.42173 -1.58215 -3.14919  -0.520
C: 1.51791 -1.90676 0.25051  -1.808
C: 0.68181 -3.05175 -0.38499  -1.259
C: -0.74876 -2.52976 -0.64087  -0.575
C: -1.61926 -2.77236 0.60625  -0.565
C: -2.81097 -1.80544 0.71943  -0.648
C: -3.79911 -1.79313 -0.47433  -0.013
C: -4.19316 -0.33364 -0.82074  0.429
C: -5.72348 -0.21309 -0.83697  -0.625
O: -6.08382 1.12784 -0.48479  -0.335
C: -7.33424 1.46847 -1.06257  -0.562
B: 4.03854 -2.26641 -0.15102  0.846
N: 5.05838 -2.69479 -1.14671  -0.585
O: 4.22548 -2.64464 1.16648  -0.805
H: 5.75059 2.21470 1.55582  0.401
H: 5.27383 3.92530 1.25222  0.309
H: 4.08364 2.79518 1.79718  0.164
H: 3.54605 2.75372 -0.41262  0.256
H: 5.14767 3.07438 -1.03174  0.617
H: 5.38420 -0.45035 -2.67003  0.329
H: 4.09699 0.78395 -2.97413  0.314
H: 5.77691 1.25246 -2.64767  0.319
H: 2.21643 0.71064 -0.50770  0.928
H: 0.83952 -1.05243 0.34987  0.631
H: 1.80025 -2.19454 1.26086  0.648
H: 0.58364 -3.84173 0.36249  0.460
H: 1.13741 -3.52255 -1.25731  0.625
H: -1.18938 -3.02574 -1.50660  0.479
H: -0.75141 -1.45569 -0.85952  0.189
H: -0.98700 -2.60820 1.48749  0.497
H: -1.99360 -3.79733 0.58624  0.164
H: -2.44538 -0.80621 0.94804  0.139
H: -3.38443 -2.12886 1.59809  0.182
H: -4.67595 -2.38038 -0.19746  0.346
H: -3.35181 -2.30810 -1.32412  0.070
H: -3.76181 -0.00807 -1.76850  -0.141
H: -3.85780 0.37060 -0.05278  -0.139
H: -6.16834 -0.87937 -0.08899  0.311
H: -6.10025 -0.49130 -1.82867  0.347
H: -7.20162 1.58322 -2.14678  0.247
H: -8.09195 0.68855 -0.91623  0.298
H: -7.67753 2.39871 -0.61040  0.119
H: 5.92551 -2.19415 -0.96484  0.261
H: 5.24819 -3.67823 -0.96935  0.230
H: 5.12191 -2.41783 1.43764  0.324
O: 2.84356 -5.61320 0.00628  -0.592
H: 3.18443 -5.16765 0.79155  0.311
H: 3.31448 -5.20244 -0.72537  0.270
O: -4.69868 -0.53023 -4.21734  -0.635
H: -4.91373 0.40344 -4.14390  0.311
H: -3.79944 -0.53644 -4.57902  0.298
O: 3.86683 5.21257 2.91906  -0.643
H: 3.22397 5.37385 2.22177  0.298
H: 3.33523 4.90558 3.66341  0.308
O: 2.94855 6.64462 5.33131  -0.619
H: 3.67435 7.13468 4.93097  0.307
H: 2.53386 7.27519 5.93104  0.323
O: 2.73320 -8.80700 0.77608  -0.628
H: 1.86642 -9.21941 0.82835  0.308
H: 2.54944 -7.89070 0.53892  0.326
O: -8.40152 4.42543 0.79150  -0.626
H: -7.54896 4.30499 1.22166  0.304
H: -8.64038 5.33665 0.98655  0.310
O: 0.19368 1.41980 3.44271  -0.668
H: -0.33368 0.64606 3.67165  0.330
H: 0.97467 1.04643 3.01655  0.195
O: 1.36744 -0.53360 5.61240  -0.631
H: 1.63541 0.06561 6.31494  0.307
H: 1.85590 -0.22331 4.84034  0.334
O: -1.83083 0.31752 -4.00060  -0.516
H: -1.50908 0.75397 -3.20565  0.255
H: -1.25613 0.64457 -4.70080  0.254
O: -5.98446 -3.30451 1.30120  -0.534
H: -6.39750 -4.15479 1.11921  0.256
H: -6.12595 -3.17016 2.24403  0.266
O: -2.83339 -1.80742 -6.00093  -0.583
H: -3.49689 -2.50008 -5.92064  0.290
H: -2.10361 -2.22507 -6.46879  0.277
O: -3.09075 -4.78079 -1.52138  -0.600
H: -3.61646 -4.58457 -2.30352  0.302
H: -3.73800 -5.04154 -0.85891  0.292
O: 0.60531 8.13933 4.64348  -0.647
H: 0.05001 7.35724 4.79126  0.372
H: 1.28130 7.82483 4.03716  0.315
O: 7.47459 2.97253 -2.66358  -0.591
H: 7.85702 3.42605 -1.90545  0.296
H: 7.89997 3.38185 -3.42369  0.291
O: -2.46713 1.51835 1.31102  -0.557
H: -1.63816 1.45608 1.80286  0.254
H: -2.77322 2.41549 1.47624  0.240
O: 1.22743 -0.67579 -5.88153  -0.634
H: 1.82062 -0.69556 -6.63760  0.295
H: 1.74102 -1.06680 -5.16070  0.430
O: -1.20257 5.96456 4.44691  -0.648
H: -1.87026 5.77107 3.78281  0.289
H: -1.10916 5.14550 4.94557  0.321

Energy = -70985.1259 eV
Highest occupied orbital energy = -8.9 eV


(3)
A molecular structure, C16H6F3N12RuS3, computed with ωB97M-V/def2-TZVPD.

Each line ends with the Mulliken charge.
Element x y z (Å)
Ru: 0.52042 -0.58673 0.34412  0.062
S: -1.59108 -0.72175 1.24615  -0.399
C: -1.46678 0.09798 2.77543  0.614
C: -2.61355 0.31103 3.53858  -0.916
C: -2.55568 0.91368 4.78838  0.414
C: -3.75817 1.10470 5.54085  -0.024
N: -4.73305 1.25891 6.13471  -0.610
C: -1.30422 1.31849 5.29554  0.507
C: -0.16072 1.10995 4.54155  -0.918
C: -0.20929 0.50182 3.28065  0.534
S: 1.25331 0.21874 2.40505  -0.280
C: -1.19797 1.93671 6.58447  -0.056
N: -1.10440 2.43899 7.61632  -0.611
H: -3.57144 -0.00486 3.14505  0.476
H: 0.79920 1.42197 4.93232  0.462
N: -1.39835 0.64699 -2.17596  -0.109
C: -0.60077 1.55589 -1.50475  0.321
N: -0.56040 2.83990 -1.80141  -0.560
N: 0.34720 3.34817 -0.93254  -0.613
N: 0.81027 2.43323 -0.16246  -0.457
N: 0.22369 1.25717 -0.49862  0.765
C: -1.05428 -0.68761 -2.29829  0.231
N: -1.46199 -1.47267 -3.28121  -0.576
N: -0.88182 -2.66188 -3.00884  -0.724
N: -0.16957 -2.58889 -1.93747  -0.419
N: -0.25868 -1.32968 -1.45373  0.784
H: -1.87510 1.03016 -2.97441  0.320
F: 5.02992 -5.10735 -0.11503  -0.333
C: 4.52093 -3.85036 -0.23206  0.609
F: 5.36369 -3.04771 0.44692  -0.232
F: 4.63334 -3.52353 -1.52996  -0.230
C: 3.11648 -3.77818 0.27639  -0.130
C: 2.49036 -4.90623 0.76471  -0.079
C: 1.18154 -4.83902 1.22977  -1.034
C: 0.54075 -3.61669 1.18673  -0.169
N: 1.14717 -2.52964 0.73413  -0.127
C: 2.41246 -2.55482 0.25773  0.622
S: 2.88392 -1.00882 -0.30094  -0.378
H: 3.02526 -5.84638 0.77868  0.451
H: 0.67116 -5.71352 1.60554  0.374
H: -0.48102 -3.47519 1.51693  0.437

Net charge = -2
Energy = -77815.7694 eV
2S+1 = 2
Highest occupied orbital energy (alpha / beta) = -2.2 / -2.5 eV